C2H7N3 | ωB97M-V with the def2-TZVPD basis set

CARTESIAN COORDINATES (ANGSTROEM)
C (-0.093, -0.465, -0.424)
C (0.205, 0.771, -1.228)
N (-0.631, 0.059, 1.257)
N (1.016, -1.269, -0.126)
N (1.417, -1.500, 0.995)
H (-0.933, -1.061, -0.780)
H (-0.496, 1.042, 1.452)
H (-1.570, -0.220, 1.502)
H (0.237, -0.588, 1.655)
H (1.001, 1.351, -0.755)
H (-0.691, 1.385, -1.320)
H (0.539, 0.495, -2.229)

Forces on the atoms, in the same order (eV/Å):
C -0.6632 0.7308 1.4597
C -0.0870 0.0374 0.1683
N 0.5082 -0.3310 -1.1392
N 0.5984 -0.5084 -0.5705
N -0.5261 0.4729 0.5170
H -0.0091 0.0778 0.0875
H 0.0353 -0.0142 -0.1200
H 0.1175 -0.1414 -0.0158
H 0.0304 -0.2014 -0.4043
H -0.0241 -0.0561 -0.0068
H 0.0462 -0.0025 -0.0374
H -0.0265 -0.0639 0.0614

- ΔE to the lowest compared entry with this formula, charge and spin: 3.736 eV
- HOMO level: -6.352 eV



CH2N4O2S | ωB97M-V with the def2-TZVPD basis set

CARTESIAN COORDINATES (ANGSTROEM)
C (-2.324, -0.915, 0.119)
N (-3.451, -1.218, -0.127)
N (-1.200, -0.690, 0.538)
N (0.248, 0.052, -0.966)
N (1.333, -0.423, -0.068)
O (0.080, 1.607, 1.199)
O (1.634, 2.167, -0.604)
S (0.646, 1.307, -0.059)
H (0.917, -1.102, 0.580)
H (2.116, -0.784, -0.612)

Forces on the atoms, in the same order (eV/Å):
C -1.1465 -0.3859 -0.3733
N -0.6364 -0.0177 -0.3454
N 1.5628 -0.1413 0.8385
N -1.1855 0.9709 -0.2305
N 0.1809 -0.5643 0.4544
O -0.5967 0.2792 0.1403
O -0.1236 0.5892 -0.2435
S 1.8350 -1.2471 -0.4267
H 0.1792 0.2105 0.0145
H -0.0693 0.3066 0.1718

- ΔE to the lowest compared entry with this formula, charge and spin: 4.849 eV
- HOMO level (spin up / spin down): -9.809 / -9.837 eV



C4H7NO2 | ωB97M-V with the def2-TZVPD basis set

CARTESIAN COORDINATES (ANGSTROEM)
C (-1.960, 0.601, -0.080)
C (-0.749, -0.053, 0.538)
O (-0.398, -1.213, -0.180)
C (0.997, -1.211, -0.408)
C (1.445, 0.178, -0.021)
N (2.611, 0.641, -0.135)
O (0.364, 0.838, 0.463)
H (-2.149, 1.569, 0.394)
H (-2.840, -0.037, 0.037)
H (-1.773, 0.750, -1.147)
H (-0.903, -0.292, 1.600)
H (1.195, -1.405, -1.466)
H (1.513, -1.967, 0.197)
H (2.647, 1.601, 0.208)

Forces on the atoms, in the same order (eV/Å):
C -0.0374 0.0134 -0.0175
C -0.2814 0.1139 0.0919
O -0.0468 0.0088 -0.0357
C 0.2189 -0.0368 -0.0436
C 0.3651 -0.0074 -0.0947
N -0.4215 -0.0621 0.0708
O 0.0931 0.0053 -0.0441
H 0.0089 -0.1733 -0.0344
H 0.1335 0.0643 0.0201
H -0.0244 0.0221 0.1215
H 0.0226 -0.0161 -0.1165
H 0.0142 0.0209 0.1655
H -0.0896 0.1093 -0.0473
H 0.0448 -0.0621 -0.0359

- ΔE to the lowest compared entry with this formula, charge and spin: 1.137 eV
- Structure (SMILES): [H]/N=C1/CO[C@H](C)O1
- HOMO level: -10.233 eV



no.,energy (eV)
1,-6654.2204
2,-21952.0035
3,-9846.1431